Record 1
Here is one molecule with the formula C19H26N4O4S in a non-equilibrium geometry from OMol25. Energies are from ωB97M-V/def2-TZVPD.

ORCA input file:
```
! wB97M-V def2-TZVPD RIJCOSX def2/J DEFGRID3
* xyz 0 1
C -5.03 -0.46 0.84
H -5.95 0.03 1.13
C -5.61 -0.18 -1.59
O -2.06 -0.03 0.77
N -1.32 -1.39 -0.88
C 4.44 -2.12 -0.68
C 4.79 -1.83 0.62
H -1.51 -1.70 -1.82
H 3.67 1.57 0.49
C -2.26 -0.60 -0.27
H -0.45 3.30 0.74
H 5.19 -2.08 -1.47
H 2.84 1.93 2.65
C 3.83 -1.89 1.62
H 5.81 -1.57 0.87
N 1.84 0.37 -3.09
C -4.27 1.59 -0.42
H -3.53 1.78 0.35
H -5.26 0.19 -2.55
H -0.71 1.69 1.45
H 2.20 0.50 1.80
N 0.91 -0.52 -2.69
C 0.72 -2.71 -0.36
H 2.86 -2.67 -2.02
H 1.25 1.28 3.06
H 0.06 -0.83 0.51
C 1.86 2.81 0.17
H 0.20 -3.29 0.40
H -4.27 -0.28 1.60
C 3.33 2.43 -0.07
H -0.26 3.07 2.49
C -4.57 0.09 -0.51
C 2.33 0.90 -2.01
H -5.18 2.13 -0.19
H -5.20 -1.53 0.76
C -0.12 2.61 1.51
C 3.13 -2.45 -1.00
S 3.56 2.09 -1.85
C 0.86 -0.48 -1.40
H -3.88 1.95 -1.37
C 2.16 -2.49 -0.01
C 0.05 -1.32 -0.47
H -6.54 0.32 -1.34
H 0.63 -3.21 -1.32
N 1.29 2.33 1.29
H 1.77 -2.25 2.08
O 1.75 0.40 -0.89
C 2.52 -2.21 1.31
O -3.39 -0.63 -0.97
C 1.94 1.47 2.24
H 4.10 -1.67 2.64
H 3.97 3.29 0.14
H -5.79 -1.25 -1.68
O 1.28 3.51 -0.63
*
```

Output
HOMO level (eV): -8.671
Strongest force on any atom (hartree/bohr): 0.032
Energy above the lowest of the compared OMol25 structures with the same formula, charge and spin (eV): 1.962
Electronic energy (eV): -45111.420
SMILES: CN(C)C(=O)CSc1nnc([C@H](Cc2ccccc2)NC(=O)OC(C)(C)C)o1

Löwdin atomic charge list, values in e, 4 entries:
1 C -0.02
2 H 0.09
3 C -0.02
4 O 0.07



Record 2
Here is an isolated ion of composition C19H26NO3 and charge +1 in a non-equilibrium geometry from OMol25. Energies are from ωB97M-V/def2-TZVPD.

ORCA input file:
```
! wB97M-V def2-TZVPD RIJCOSX def2/J DEFGRID3
* xyz 1 1
C 2.29 2.69 -0.22
H -5.67 3.14 0.00
H 1.73 -1.13 -0.76
H 2.97 0.22 3.27
H -1.80 0.55 -1.92
C -0.31 -2.79 0.09
H -3.91 3.30 2.07
C 1.22 -0.35 1.18
N -0.42 1.47 -0.61
H -0.84 -2.40 -2.20
C 2.79 -0.84 3.10
H 1.67 3.19 0.51
H 1.41 0.72 1.36
H -2.52 -1.17 -0.34
C 3.61 3.06 -0.56
H -2.28 -5.12 -1.57
C 1.99 1.60 -0.99
H -0.46 2.40 -1.05
C -1.62 -0.61 -0.11
H 0.39 -0.64 1.82
H 4.94 2.07 -2.04
C -4.04 1.90 -0.90
C -2.83 1.57 -0.36
H 2.32 -2.18 1.49
H -0.29 -2.67 1.17
C -1.42 -4.53 -1.30
H 1.96 -1.15 3.74
C 4.02 2.18 -1.51
H -1.59 -0.44 0.97
H 4.18 3.88 -0.15
H 3.67 -1.39 3.40
C 0.78 0.74 -1.09
C -3.84 2.79 1.13
C -1.47 -3.65 -0.31
H -4.42 1.62 -1.85
C -0.38 -1.40 -0.58
O -0.45 -1.54 -1.99
H -0.52 -4.72 -1.85
H 0.62 0.47 -2.15
H 3.32 -0.81 1.02
O -2.70 2.12 0.88
C 0.90 -0.58 -0.30
C 2.47 -1.11 1.64
H -2.39 -3.51 0.25
H 0.62 -3.26 -0.23
O 3.04 1.30 -1.77
C -4.70 2.70 0.08
C -1.70 0.73 -0.85
H -0.33 1.61 0.40
*
```

Output
HOMO level (eV): -11.930
Strongest force on any atom (hartree/bohr): 0.023
Energy above the lowest of the compared OMol25 structures with the same formula, charge and spin (eV): 1.342
Electronic energy (eV): -27750.312
SMILES: C=CC[C@@]1(O)C[C@@H](c2ccco2)[NH2+][C@@H](c2ccco2)[C@H]1CCC

Löwdin atomic charge list, values in e, 4 entries:
1 C -0.02
2 H 0.11
3 H 0.16
4 H 0.08



Record 3
Here is C19H27BrN15O2SV as an isolated structure from OMol25. Energies are from ωB97M-V/def2-TZVPD.

ORCA input file:
```
! wB97M-V def2-TZVPD RIJCOSX def2/J DEFGRID3
* xyz 1 2
V 0.72 -1.52 -0.21
C -3.60 2.44 -2.54
O 1.61 1.36 -2.07
H -5.41 2.26 -1.38
C -1.28 0.49 -1.50
C 4.44 1.93 -1.99
C 6.01 0.07 -0.64
N 1.82 -3.14 -0.04
N -1.89 -4.50 -1.19
H -4.90 1.21 -3.74
H -1.98 3.71 -1.86
C 4.64 -0.13 -0.73
O 1.92 -0.50 -0.87
N -0.42 1.21 0.33
H 0.17 1.04 5.41
C -0.68 -4.10 -0.90
C -0.54 1.13 4.59
H -3.26 1.28 -4.36
C -2.11 2.74 -2.33
C 1.54 -4.45 -0.08
H -4.06 1.39 -0.69
N 0.35 -4.93 -0.56
C 1.51 0.76 3.28
N -1.85 -0.44 2.52
H 1.68 1.80 3.54
S 0.45 -1.76 2.07
C -2.60 -1.61 2.07
C -4.34 2.31 -1.21
N -0.64 0.10 -0.41
H -3.48 -1.73 2.70
H -1.61 -0.14 -2.30
N 2.53 -5.17 0.38
H -3.28 0.79 1.68
H 6.26 2.99 -2.35
H 4.20 -1.02 -0.28
N -1.85 -2.33 -1.32
C 5.80 2.13 -1.90
H -3.97 3.33 -3.05
H -4.14 3.16 -0.55
C -0.53 -0.44 2.70
C 6.57 1.19 -1.22
H 0.17 -5.92 -0.52
N -0.92 2.23 -0.25
N 0.08 0.50 3.41
H -0.75 2.18 4.42
H 6.63 -0.65 -0.12
H -3.66 0.29 -2.94
C -3.85 1.24 -3.45
N -2.58 -3.36 -1.45
H -2.93 -1.47 1.04
H -2.00 -2.51 2.13
Br 8.43 1.46 -1.10
H -1.55 2.72 -3.26
H 2.08 0.12 3.96
N 3.47 -4.26 0.74
C 3.86 0.80 -1.40
H 3.81 2.64 -2.51
H -1.45 0.61 4.86
N -0.58 -2.75 -0.96
N -1.46 1.80 -1.40
H -2.01 1.65 2.53
C 2.41 0.65 -1.53
N 3.08 -3.07 0.51
H -3.29 0.81 3.45
C -2.65 0.78 2.57
H 1.84 0.59 2.26
*
```

Output
HOMO level (spin up / spin down) (eV): -11.580 / -11.597
Strongest force on any atom (hartree/bohr): 0.011
Electronic energy (eV): -153146.654
⟨S²⟩: 0.763

Löwdin atomic charge list, values in e, 4 entries:
1 V 0.84
2 C -0.40
3 O 0.14
4 H 0.09



Record 4
Here is one molecule with the formula C19H27ClN6O2 from OMol25. Energies are from ωB97M-V/def2-TZVPD.

ORCA input file:
```
! wB97M-V def2-TZVPD RIJCOSX def2/J DEFGRID3
* xyz 0 1
H -4.05 5.31 1.71
C -0.93 5.28 -0.55
H -4.60 6.91 1.14
Cl 0.58 6.56 -2.47
O 0.97 3.93 -1.12
H -0.42 1.55 -1.18
H -1.86 1.02 -4.99
C 0.94 2.59 1.31
N -2.60 1.52 -1.88
H -4.17 1.89 1.10
H -3.30 0.19 -0.49
H 4.60 0.64 -1.07
C 0.76 1.23 0.56
C 4.14 -0.26 -0.66
C -3.02 6.05 0.00
H 4.93 -0.86 -0.20
N 0.03 3.64 0.91
H 4.48 0.28 1.97
C 3.67 0.86 1.52
H 2.63 -0.82 0.74
H 0.64 0.46 1.31
C -2.52 0.67 -2.92
N -3.00 7.01 -0.93
H -1.21 3.69 -5.27
H 1.57 0.25 -1.17
N -0.47 1.22 -0.22
C -1.82 2.68 -3.49
C -2.91 1.21 -0.50
C -1.66 1.18 0.40
H -5.04 5.46 0.25
H -1.89 4.75 -4.03
H 2.33 1.79 -0.81
N -2.02 5.20 0.21
C -4.25 5.93 0.84
H 2.95 1.07 2.31
C 1.94 0.88 -0.35
H 3.73 -0.83 -1.50
C -1.91 7.12 -1.66
C -3.96 2.16 0.07
C 0.12 4.22 -0.29
H -4.88 2.09 -0.52
C -2.03 1.38 -3.99
H -3.59 3.18 0.04
O -1.79 1.08 1.61
H -0.26 4.10 -3.83
C -1.26 3.87 -4.20
C -0.82 6.27 -1.51
H 4.10 1.82 1.19
H 0.81 2.44 2.38
N -2.17 2.75 -2.21
H -1.87 7.91 -2.40
H 1.96 2.95 1.13
H -0.81 3.81 1.45
H -2.82 -0.36 -2.82
C 3.06 0.11 0.35
*
```

Output
HOMO level (eV): -9.118
Strongest force on any atom (hartree/bohr): 0.001
Energy above the lowest of the compared OMol25 structures with the same formula, charge and spin (eV): 0.150
Electronic energy (eV): -45701.132
SMILES: Cc1ccn([C@H](C)C(=O)N[C@H](CNC(=O)c2nc(C)ncc2Cl)CC(C)C)n1

Löwdin atomic charge list, values in e, 4 entries:
1 H 0.08
2 C -0.19
3 H 0.08
4 Cl 0.74



Record 5
Here is C19H27MgN4O3S2 as an isolated structure from OMol25. Energies are from ωB97M-V/def2-TZVPD.

ORCA input file:
```
! wB97M-V def2-TZVPD RIJCOSX def2/J DEFGRID3
* xyz -1 1
C -1.38 -0.39 3.40
O 1.25 -0.36 -2.33
C 1.22 1.80 1.75
H 3.65 0.01 0.64
H 4.80 -1.09 -0.14
C 1.99 -3.96 0.58
H -1.86 1.85 -0.14
H 1.68 -2.34 -2.29
C 1.40 -1.59 -3.03
H -2.66 2.55 -2.31
C -3.91 0.11 -2.34
C -0.64 0.19 2.34
H 1.48 2.00 4.32
C 0.97 -3.04 0.42
H 1.88 -5.01 0.81
H 0.17 0.92 6.12
H 2.19 -1.51 -3.78
C -0.06 0.72 5.08
H -0.88 -2.89 1.51
C 3.21 -3.25 0.39
H -1.06 -2.75 -0.23
C 0.67 1.31 4.07
H -5.40 1.43 -1.50
H -3.82 3.33 -1.26
O -1.47 -0.46 -1.53
H 2.43 3.62 -3.09
H 1.87 2.59 2.15
N 1.49 -1.80 0.14
C 2.85 -1.94 0.14
C 1.69 2.82 -1.39
C -4.54 1.49 -2.18
H -3.51 1.61 0.47
H -1.69 -0.62 5.49
H 4.21 -3.64 0.45
N 2.56 3.65 -2.09
H 3.54 -0.29 -1.09
H -4.62 -0.71 -2.42
C -3.45 2.36 -1.58
H -2.18 -1.06 3.12
H 0.96 0.39 -2.87
N 1.23 1.64 0.48
C -0.50 -3.27 0.56
H -3.22 0.08 -3.19
S -2.81 -0.19 -0.89
C 3.76 -0.77 -0.13
H 0.47 -1.89 -3.51
S 0.18 2.44 -2.17
Mg 0.35 -0.15 -0.43
C -2.87 1.58 -0.42
C 0.42 1.07 2.71
H -4.90 1.86 -3.14
O -0.94 -0.07 1.11
C -1.10 -0.14 4.72
N 2.09 2.49 -0.21
H -0.74 -4.33 0.50
H 3.52 3.59 -1.78
*
```

Output
HOMO level (eV): -3.574
Strongest force on any atom (hartree/bohr): 0.006
Energy above the lowest of the compared OMol25 structures with the same formula, charge and spin (eV): 0.000
Electronic energy (eV): -59364.731

Löwdin atomic charge list, values in e, 4 entries:
1 C -0.03
2 O -0.24
3 C -0.08
4 H 0.06



Record 6
Here is one molecule with the formula C19H27N3O from OMol25. Energies are from ωB97M-V/def2-TZVPD.

ORCA input file:
```
! wB97M-V def2-TZVPD RIJCOSX def2/J DEFGRID3
* xyz 0 1
H 2.84 -3.22 -0.74
H 1.73 -1.52 1.18
H -5.95 0.19 1.13
C -2.69 2.79 0.62
H -1.90 -2.47 -0.75
H 2.56 2.53 1.27
H 2.36 2.56 -1.78
H -4.65 2.67 1.49
H 1.98 -1.08 -1.18
H -1.10 0.33 -1.13
H 2.41 0.66 2.28
H 4.10 0.27 1.91
H 4.51 -2.73 -1.00
H -2.51 3.81 0.92
H -6.72 -1.99 -0.40
C -3.54 -1.13 -0.53
C -2.79 -2.17 -1.29
C 2.91 2.19 0.29
H -2.48 -1.78 -2.26
H 3.29 -1.27 -2.35
H 3.71 0.86 -1.60
C -0.44 2.92 -0.38
H -5.41 -3.17 -0.49
N -5.08 -0.01 0.65
H -3.41 -3.05 -1.45
H -5.99 -2.62 1.08
H 4.75 -1.83 1.15
H 3.73 -3.24 1.41
H 0.68 1.20 -0.42
C -1.67 2.14 -0.10
C 3.67 0.15 -0.78
C 3.07 -1.16 -1.28
C -3.04 0.18 -0.24
C -5.78 -2.31 0.06
C 3.06 0.13 1.57
C 3.76 -2.25 0.95
C 1.98 2.77 -0.78
O -0.43 4.14 -0.40
N 0.67 2.19 -0.63
H 2.65 -1.63 2.68
N 2.85 0.73 0.27
C -4.04 0.85 0.50
H 3.93 2.57 0.15
C -3.87 2.16 0.93
C 3.56 -2.42 -0.56
C 2.72 -1.36 1.62
H 1.88 3.85 -0.66
H 4.71 -0.01 -0.44
C -1.85 0.83 -0.54
C -4.78 -1.21 0.03
*
```

Output
HOMO level (eV): -7.798
Strongest force on any atom (hartree/bohr): 0.012
Energy above the lowest of the compared OMol25 structures with the same formula, charge and spin (eV): 0.211
Electronic energy (eV): -26660.256
SMILES: Cc1[nH]c2ccc(C(=O)NCCN3CCCCCC3)cc2c1C

Löwdin atomic charge list, values in e, 4 entries:
1 H 0.11
2 H 0.11
3 H 0.16
4 C -0.02